[1]
ORCA calculation (ωB97M-V with the def2-TZVPD basis set) on a molecular structure, C20H29O4Sn.

Last column: natural (NBO) charge in e.
Positions of all 54 atoms, in Å:
C (1.0586, 2.6940, 3.2858)  -0.312
C (1.3844, -2.8306, 3.0393)  0.629
H (2.7864, -0.0399, 2.3657)  0.234
H (0.6957, 3.7175, 3.1809)  0.195
C (1.6822, 0.6835, 4.2339)  -0.455
C (-0.8229, 2.3292, -0.1759)  -0.630
H (0.6685, -3.1034, -4.7412)  0.167
Sn (0.1321, -0.3806, 2.7601)  1.321
H (0.8122, 1.5038, -2.0251)  0.193
C (-2.6233, 0.5773, 2.8397)  -0.287
O (1.0521, -2.2159, 1.9365)  -0.812
H (2.0936, 2.3716, 1.3300)  0.193
H (-2.1192, -0.7398, -1.1040)  0.215
C (1.2830, -2.1863, -4.8179)  -0.067
H (0.5971, 2.2373, 5.4288)  0.205
C (-1.9616, -0.2765, 4.8768)  -0.272
H (-2.2441, -1.3401, 1.6841)  0.233
O (1.1340, -2.3571, 4.1754)  -0.688
H (-2.8020, 0.5492, -0.0626)  0.226
H (-2.8182, 1.7756, 4.6945)  0.199
H (2.0268, -0.0184, 4.9938)  0.242
C (-1.6899, -1.2913, 3.8972)  -0.475
C (0.2459, 0.6214, -1.7411)  -0.455
O (0.6311, -1.1105, -4.0918)  -0.540
C (-2.1486, 0.3390, -0.9156)  -0.628
C (-2.1130, -0.7535, 2.5930)  -0.505
H (-1.8755, -0.4150, 5.9549)  0.205
H (2.2623, -2.3853, -4.3531)  0.189
H (-1.3722, 2.4296, 0.7699)  0.242
C (1.0033, 1.9202, 4.4674)  -0.267
H (-1.3476, 2.9148, -0.9418)  0.191
H (-1.4373, -2.3312, 4.0965)  0.240
H (-0.5754, -1.1494, -6.8596)  0.202
H (0.4688, 0.8234, -4.8820)  0.182
C (-2.4882, 0.8527, 4.2156)  -0.311
H (1.9458, 0.1400, -0.4547)  0.180
H (-2.5608, 0.8390, -1.8017)  0.196
H (-3.1470, 1.1954, 2.1104)  0.193
H (1.9021, -3.8023, 2.9302)  0.092
H (0.1876, 2.7292, -0.0430)  0.220
C (1.7543, 1.9813, 2.2889)  -0.295
H (-1.0284, -0.1359, -4.8947)  0.181
O (-0.0332, 0.0582, 0.2955)  -0.553
H (2.4359, -1.3431, -6.4339)  0.202
C (-0.7751, 0.8950, -0.6368)  0.274
C (0.0627, -0.1885, -5.0666)  -0.078
C (0.3531, -0.6913, -6.4926)  -0.434
H (1.3023, -2.6076, -7.0044)  0.214
H (0.9476, -1.3288, -0.9125)  0.189
H (-0.1173, 0.0897, -2.6079)  0.222
C (2.1204, 0.6893, 2.8263)  -0.531
H (0.6755, 0.0948, -7.1805)  0.216
C (1.4352, -1.7789, -6.3014)  -0.430
C (0.9604, -0.2507, -0.7288)  -0.052

Cartesian forces (eV/Å) of the 3 atoms listed first:
C 0.079 -0.237 -0.167
C -0.828 1.532 0.007
H -0.195 0.187 0.123

Computed properties:
* highest occupied orbital energy: -1.22 eV
* total charge: -1
* electronic energy: -1294.61031 a.u.
* frontier orbital gap: 3.503 eV
* relative energy (zero: lowest compared OMol25 entry of this formula, charge and spin): 93.2 kJ/mol



[2]
ORCA calculation (ωB97M-V with the def2-TZVPD basis set) on a molecular structure, C20H30B2BrClF4N6O6Sn.

Last column: Mulliken charge in e.
Positions of all 71 atoms, in Å:
H (0.1588, -3.5077, -2.1157)  0.386
H (-1.7250, 1.0127, -2.7828)  0.323
C (-0.3577, 0.4482, 3.6087)  -0.665
C (-0.1707, 2.4295, -3.0740)  -0.401
C (1.9002, -0.5155, -1.7805)  0.095
H (-0.2286, 0.4382, -2.6344)  0.213
F (3.4471, 3.3336, 0.0277)  -0.361
H (1.1381, -2.6658, -3.3464)  0.602
C (-2.9129, 0.1279, 2.5562)  0.185
H (4.2685, -0.8167, 3.3057)  0.401
O (-0.2204, -2.8310, 2.1891)  -0.614
H (-2.5853, 3.6041, 0.3979)  0.220
H (-1.0836, 4.2435, -1.3377)  0.282
C (-3.0351, 3.3619, -1.5994)  -0.713
N (-0.7942, 1.2529, -2.4246)  -0.268
H (3.2658, 0.1405, 4.3918)  0.318
C (-1.8310, 4.1551, -2.1339)  -0.433
H (-3.3393, -2.7290, -1.0440)  -0.013
N (0.3451, -1.6259, 2.4547)  0.849
C (-4.0363, -1.9123, -1.2290)  -0.287
H (0.6281, 2.7921, -2.4252)  0.268
F (-0.8578, -4.4868, 0.7550)  -0.298
C (-2.6005, 1.2321, 3.3204)  -0.247
C (-1.1622, 3.5440, -3.3678)  -1.084
O (-0.7852, -2.4250, -0.2619)  -0.455
B (2.4711, 2.3781, 0.0587)  0.482
H (1.8198, -3.6446, 2.9044)  0.317
H (-3.9340, 3.9856, -1.6145)  0.473
H (-0.6117, 4.3200, -3.9034)  0.469
H (-3.5367, 2.3035, 0.1059)  0.203
H (0.6180, 0.5798, 4.0513)  0.413
C (-1.9254, -0.8097, 2.2774)  -0.192
H (-2.1575, -1.6516, 1.6445)  0.257
H (3.1632, -2.9159, 2.0082)  0.327
H (-1.1088, 2.2411, 4.4947)  0.454
C (-3.2116, -0.6706, -1.5419)  0.486
C (3.5584, 0.0084, 3.3468)  -1.756
N (-0.0022, -1.3457, -0.6478)  1.627
C (2.3605, -0.2558, 2.4847)  -0.554
H (-3.8968, -0.0036, 2.1304)  0.396
N (1.6801, 0.5683, -1.1422)  0.463
C (1.0272, -2.8788, -2.2818)  -2.309
B (-0.1424, -3.3235, 0.7260)  0.442
H (-1.9267, 3.1786, -4.0619)  0.396
C (-1.3324, 1.3901, 3.8672)  -0.695
C (2.4468, -2.7672, 2.8152)  -2.061
N (1.9585, 0.5076, 1.5271)  0.494
C (-0.6453, -0.6257, 2.7727)  0.085
O (-2.7253, -0.0552, -0.5277)  -0.341
Br (-3.9129, 2.5621, 3.6220)  -0.167
C (1.6426, -1.5368, 2.5782)  1.754
H (2.9050, -1.0587, -3.5949)  0.365
O (2.6970, 1.6032, 1.3448)  -0.466
H (3.6728, -1.6653, -2.1346)  0.322
C (0.8896, -1.5913, -1.5378)  0.179
O (2.6611, 1.4897, -1.1255)  -0.584
O (-3.0161, -0.3919, -2.7238)  -0.781
Cl (-5.0488, -1.7442, 0.2306)  -0.213
H (-3.2463, 2.5005, -2.2364)  0.314
F (1.1784, 2.9308, 0.0411)  -0.255
H (4.0511, 0.9134, 3.0064)  0.426
H (3.7980, 0.0556, -2.5424)  0.485
H (-4.6853, -2.1509, -2.0639)  0.475
F (1.2126, -3.4904, 0.4225)  -0.357
H (3.0112, -2.6079, 3.7368)  0.648
C (3.1435, -0.8105, -2.5595)  -1.915
H (1.9136, -3.4200, -1.9538)  0.296
N (-2.7569, 2.8451, -0.2536)  -0.420
Sn (-0.8580, 1.0191, -0.0978)  1.078
H (0.2902, 2.1155, -4.0143)  0.362
H (-2.1413, 5.1742, -2.3673)  0.274

Cartesian forces (eV/Å) of the 3 atoms listed first:
H -0.003 -0.006 -0.001
H 0.032 -0.006 -0.027
C 0.018 0.015 -0.009

Computed properties:
* highest occupied orbital energy: -8.43 eV
* electronic energy: -5258.04077 a.u.
* frontier orbital gap: 7.448 eV
* relative energy (zero: lowest compared OMol25 entry of this formula, charge and spin): 44.6 kJ/mol



[3]
ORCA calculation (ωB97M-V with the def2-TZVPD basis set) on a molecular structure, C20H30B2F8K2O15.

Last column: Mulliken charge in e.
Positions of all 77 atoms, in Å:
O (11.6192, 13.8835, 7.9935)  -0.335
O (5.5432, 12.6595, 0.3713)  -0.359
F (12.0145, 15.0770, 4.8414)  0.071
B (8.4931, 18.9196, 4.3881)  0.625
C (12.1223, 12.0002, 6.5987)  -1.146
H (13.5746, 20.5750, 4.1230)  0.488
H (12.3030, 19.9833, 3.0795)  0.215
H (12.0710, 19.9801, 4.7998)  0.236
F (11.8736, 17.3374, 4.2704)  -0.010
H (9.8273, 21.0453, 3.3034)  -0.148
O (10.2782, 24.0085, 5.9732)  -0.540
F (10.2300, 15.8775, 3.7702)  -0.219
H (6.4420, 14.5454, 0.4817)  0.289
H (15.2003, 17.0274, 2.5971)  0.163
F (12.2166, 15.7988, 2.6274)  -0.455
H (15.2435, 17.2844, 6.4092)  0.351
C (12.5338, 12.7948, 7.8329)  0.429
O (11.6527, 22.4573, 5.0466)  -0.390
C (11.8413, 21.9305, 3.7161)  0.468
F (7.7543, 20.0453, 4.6964)  -0.312
H (14.2075, 18.0696, 5.2643)  0.117
H (14.3669, 15.4916, 2.6706)  -0.533
C (10.4049, 21.9735, 3.2368)  0.011
C (8.4990, 13.0763, 2.4006)  -1.229
C (6.6625, 13.4814, 0.6222)  -0.441
O (18.1676, 14.6982, 4.1244)  -0.552
H (12.4766, 22.5982, 3.1279)  0.304
C (12.2736, 14.9483, 8.4346)  0.701
H (10.2276, 22.2878, 2.2050)  0.281
K (9.9105, 16.4050, 6.3468)  0.955
H (9.0329, 12.5059, 1.6375)  0.342
H (12.3765, 12.6028, 5.7253)  0.065
H (14.6421, 13.0995, 8.3695)  0.367
C (15.0849, 17.4278, 5.3395)  -1.441
O (11.8465, 12.6841, 0.6527)  -0.405
O (11.5503, 10.8358, -0.5673)  -0.550
H (14.2123, 15.4035, 4.7865)  -0.878
H (11.0585, 11.7750, 6.6385)  0.388
H (12.6551, 11.0523, 6.5217)  0.412
H (6.5086, 13.8609, 2.7986)  0.363
O (9.7477, 22.9111, 4.0899)  -0.372
C (13.8847, 13.5286, 7.7172)  -0.191
F (9.7478, 19.0254, 5.0363)  -0.393
O (13.5793, 14.8404, 8.1972)  -0.338
F (8.7489, 18.7553, 3.0016)  -0.421
H (14.2390, 13.5087, 6.6856)  -0.045
H (8.6197, 12.6762, 3.4016)  0.445
O (16.4229, 15.3637, 2.8765)  -0.380
H (12.0231, 13.5104, 2.5302)  -0.425
O (6.4813, 11.8896, 2.2104)  -0.378
O (16.2478, 15.4457, 5.0690)  -0.506
C (12.4938, 20.5717, 3.9937)  -1.230
C (7.0303, 13.2324, 2.0757)  0.369
O (11.7513, 15.9288, 8.9063)  -0.597
H (13.3940, 13.8027, 1.4085)  -0.030
H (15.3319, 12.3001, 1.6855)  0.402
H (15.0727, 12.2077, 3.4399)  0.217
C (12.1019, 11.4056, 0.3134)  0.559
C (17.0587, 15.1149, 4.0242)  0.593
H (7.4411, 13.2891, -0.1205)  0.291
H (8.9990, 14.0446, 2.2674)  0.165
F (7.8621, 17.7536, 4.8523)  -0.438
H (12.8928, 11.3199, 3.0745)  0.133
C (14.8251, 11.7469, 2.4754)  -1.421
C (10.5496, 23.2262, 5.1256)  0.672
O (13.1619, 10.9403, 1.0259)  -0.391
K (10.4174, 17.4986, 1.3432)  1.002
H (15.1634, 10.7279, 2.6445)  0.386
B (11.6230, 16.0226, 3.8845)  -0.368
H (12.5137, 12.1687, 8.7285)  0.349
O (4.5848, 10.9208, 1.3886)  -0.512
C (5.4206, 11.7555, 1.3745)  0.633
C (15.2113, 16.0428, 3.0707)  0.630
C (15.0257, 16.0981, 4.6013)  2.000
H (15.9773, 17.9737, 5.0276)  0.450
C (13.3165, 11.7937, 2.1809)  0.676
C (12.6582, 13.0801, 1.7669)  0.765

Cartesian forces (eV/Å) of the 3 atoms listed first:
O -0.733 -0.563 0.290
O -0.347 0.548 0.112
F 0.385 0.072 0.083

Computed properties:
* highest occupied orbital energy: -10.61 eV
* electronic energy: -3957.87133 a.u.
* frontier orbital gap: 9.287 eV
* relative energy (zero: lowest compared OMol25 entry of this formula, charge and spin): 0.0 kJ/mol



[4]
ORCA calculation (ωB97M-V with the def2-TZVPD basis set) on a molecular structure, C20H30BCl6F10N7NiO4S2.

Last column: Löwdin spin population.
Positions of all 81 atoms, in Å:
S (-1.2162, 1.8386, -12.5647)  0.003
H (4.1366, 3.5059, -13.5604)  0.000
H (0.9119, 4.5941, -8.5711)  0.000
C (2.7148, -3.6787, -14.0874)  0.000
Cl (2.0021, -4.7103, -10.3679)  0.000
C (-1.8300, 6.3908, -12.6139)  0.002
N (-2.0893, 4.6773, -14.5354)  0.031
N (-6.9369, 0.9303, -17.2523)  0.000
H (4.1284, 6.5124, -14.1031)  0.000
F (0.8364, 4.7002, -14.4707)  0.050
Cl (2.6664, 5.8117, -12.4128)  0.001
C (-2.9422, 5.4957, -8.3455)  0.000
O (-2.4542, 2.4225, -12.9515)  0.001
O (2.1730, 2.1769, -14.5345)  0.008
C (-6.3858, 0.3090, -16.4972)  0.000
H (2.4578, 3.8816, -8.7833)  0.000
Cl (3.4795, -1.9670, -9.2029)  0.000
Cl (5.6493, 4.3216, -15.1461)  0.000
F (-1.4838, 3.5874, -10.5810)  0.000
H (-1.8301, -3.4117, -13.8812)  0.000
F (-0.2306, 4.8059, -16.5073)  0.023
F (1.3808, -1.1523, -13.4071)  0.000
H (-1.9547, -4.2902, -15.3878)  0.000
N (-0.1226, 2.1916, -13.7672)  0.029
H (2.6442, -3.0611, -14.9862)  0.000
F (0.0968, 2.1193, -10.3106)  0.000
C (-0.5328, 2.8743, -11.1611)  0.000
N (2.6477, 4.9875, -5.9140)  0.000
H (3.3181, 4.3522, -14.8993)  0.000
C (2.1814, 4.5432, -6.8651)  0.000
H (-4.2537, -0.7416, -9.0671)  0.000
H (-2.7571, 6.9200, -12.4478)  0.001
H (-4.5641, 1.5776, -8.0545)  0.000
H (-1.9381, 5.2574, -8.6959)  0.000
N (-2.7520, 6.4828, -5.9887)  0.000
H (0.3816, -3.0866, -10.8674)  0.000
C (2.2367, -1.9871, -10.4632)  0.000
C (4.1567, 5.6803, -13.4094)  0.000
C (1.6364, 3.9487, -8.0635)  0.000
H (-1.0026, 7.0362, -12.9533)  0.000
C (-4.0260, 1.4064, -8.9739)  0.000
O (1.7218, 1.2892, -12.2914)  0.007
H (3.1276, -3.0706, -13.2915)  0.000
C (-4.4396, 0.1446, -9.6670)  0.000
F (0.0775, -0.4541, -14.9822)  0.001
C (-2.8044, 6.0237, -7.0138)  0.000
C (-2.3240, -3.4248, -14.8506)  0.000
H (-1.4011, 5.9267, -11.7276)  0.001
N (-4.8832, -3.7127, -14.4262)  0.000
F (0.3775, 3.7059, -11.7043)  0.000
H (0.9269, -3.0087, -9.2048)  0.000
H (1.1225, 3.0088, -7.9000)  0.000
H (1.7327, -1.0255, -10.3703)  0.000
C (-3.7527, -3.5771, -14.5902)  0.000
H (4.9964, 5.7450, -12.7327)  0.000
N (0.2834, -4.4411, -13.6164)  0.000
B (0.7653, 5.5276, -15.6672)  0.003
C (1.3530, -4.0945, -13.8274)  0.000
H (-5.4087, -1.4514, -16.0009)  0.000
Cl (-6.2431, 0.2167, -9.7923)  0.000
S (1.3315, 1.4716, -13.6327)  0.006
H (-6.3188, -0.7277, -14.7133)  0.000
H (2.6858, -2.0020, -11.4491)  0.000
H (-4.7624, -0.0314, -15.2060)  0.000
O (-1.1944, 0.4820, -12.2107)  0.001
C (1.2648, -3.0907, -10.2377)  0.000
C (-1.9954, 5.4311, -13.6758)  0.018
F (0.2808, 6.8024, -15.4412)  0.001
H (-4.0046, 0.0356, -10.6541)  0.000
H (-3.5521, 4.6044, -8.4442)  0.000
F (2.0119, 5.5349, -16.2390)  0.001
H (-3.3768, 6.2706, -8.9759)  0.000
H (3.3876, -4.5118, -14.2569)  0.000
F (2.2364, -0.4154, -15.2489)  0.000
Ni (-0.6551, 3.3350, -15.2577)  1.813
H (-4.1869, 2.2161, -9.6833)  0.000
Cl (-2.2539, 1.4390, -8.6551)  0.000
C (1.2528, -0.2683, -14.3431)  0.000
C (-5.6762, -0.4895, -15.5611)  0.000
C (4.1310, 4.3897, -14.1871)  0.000
H (-2.0918, -2.4922, -15.3540)  0.000

Cartesian forces (eV/Å) of the 3 atoms listed first:
S -0.105 1.068 -0.929
H -0.121 0.049 0.125
H 0.035 0.219 0.399

Computed properties:
* highest occupied orbital energy (spin up / spin down): -10.89 / -10.89 eV
* multiplicity: 3
* electronic energy: -7553.80935 a.u.
* frontier orbital gap (spin up / spin down): 9.166 / 7.216 eV
* relative energy (zero: lowest compared OMol25 entry of this formula, charge and spin): 182.8 kJ/mol



Number 1: molar mass 452.16 g mol⁻¹, F_max 4.12 eV Å⁻¹. Number 2: molar mass 782.18 g mol⁻¹, F_max 0.23 eV Å⁻¹. Number 3: molar mass 762.25 g mol⁻¹, F_max 2.68 eV Å⁻¹. Number 4: molar mass 968.84 g mol⁻¹, F_max 3.44 eV Å⁻¹.